The following is a DFT calculation (ωB97M-V with the def2-TZVPD basis set) of a molecular structure, C21H31As2O11S4SbSe2Tc.

Largest force on an atom = 0.9 eV Å⁻¹
Charge = +1
Energy above the lowest of the compared OMol25 structures with the same formula, charge and spin = 70.16 kcal per mole
Highest occupied orbital energy = -10.6 eV
Multiplicity = 1
Total energy = -349240.337 eV

Geometry as XYZ:
```
73
C21H31As2O11S4SbSe2Tc ωB97M-V with the def2-TZVPD basis set
Sb 0.458 -1.023 -6.087
Tc 1.090 0.911 -1.679
Se 0.455 2.294 0.054
Se 3.080 2.007 -1.898
As -2.734 -1.938 2.362
As 0.414 -0.846 0.180
S 1.371 -3.180 -5.183
S 0.229 -0.937 -3.217
S 2.157 0.345 -6.228
S 2.799 -2.483 -3.885
O 2.472 -0.670 -2.103
O -0.748 0.311 3.997
O 1.010 -3.565 -1.162
O -1.231 -5.260 0.941
O 3.508 5.677 0.955
O -3.787 0.397 0.265
O 1.322 0.011 3.166
O -1.888 0.027 -0.762
O -1.153 -4.077 -1.531
O -3.352 -4.498 1.027
O 2.167 4.811 -3.223
C -4.484 0.775 1.460
C 2.029 -1.590 0.963
C 1.888 -1.343 -2.984
C 3.337 3.696 -0.966
C -1.894 -0.306 1.613
C -3.836 -5.852 1.069
C 2.753 5.967 -0.197
C 0.123 -0.013 3.039
C -1.641 -2.911 0.972
C -0.157 0.597 5.275
C -0.686 -2.511 0.128
C 1.410 5.003 -2.047
C 0.012 1.994 -3.176
C -1.602 -2.531 3.843
C -0.168 -3.436 -0.925
C 1.226 4.085 0.288
C -0.755 -5.158 -2.394
C -0.560 -0.198 1.727
C -2.028 -4.361 0.955
C -2.512 0.035 0.278
C 2.173 4.657 -0.758
H 3.379 6.436 -0.969
H -5.183 1.548 1.148
H 1.735 4.029 1.252
H 2.401 -2.316 0.245
H -0.165 -5.874 -1.823
H 2.734 5.573 -3.380
H -0.906 2.332 -2.696
H 0.341 -0.292 5.663
H -1.835 -3.593 3.952
H -3.796 1.176 2.206
H 1.039 6.033 -1.990
H 2.744 -0.785 1.125
H -4.879 -5.779 1.362
H -1.684 -5.601 -2.738
H -0.168 -4.768 -3.223
H 4.152 4.165 -1.519
H 3.908 6.485 1.291
H -1.888 -2.011 4.755
H 0.567 1.406 5.177
H -0.536 -2.423 3.652
H 0.649 2.812 -3.482
H 0.533 4.364 -2.139
H -3.746 -6.299 0.079
H 0.354 4.731 0.429
H -3.261 -6.433 1.790
H -0.215 1.378 -4.035
H -0.984 0.891 5.915
H 1.789 -2.074 1.906
H 1.929 6.655 0.032
H 3.749 3.408 0.003
H -5.027 -0.086 1.855
```